[1]
Computed, not measured: a 2-piece molecular cluster, C35H51Si2 overall, with ωB97M-V with the def2-TZVPD basis set.

For the orbital gap, the calculation gives 0.2008 Eh. As for the net charge: +1. The LUMO energy is -5.259 eV. For the calculated total energy, the calculation gives -1943.01557 a.u.

Positions of all 88 atoms, in Å:
C 1.24791 -0.11925 5.76223
Si 1.51377 0.01605 3.89708
C 2.73392 -1.35140 3.46595
C -0.12125 -0.17559 2.88373
C -1.32347 0.54970 3.34267
C -2.59314 0.21184 2.82331
C -3.71700 0.98410 3.10466
C -3.62920 2.07859 3.97656
C -2.39936 2.37615 4.57204
C -1.26623 1.62069 4.27009
C -0.12927 -0.99104 1.78817
Si 2.47328 2.09121 3.39723
C 2.70124 3.16944 4.92295
C 4.13383 1.82882 2.55408
C 1.27746 2.96663 2.23068
H 1.02041 -1.16403 6.02182
H 2.16515 0.16743 6.29696
H 0.42841 0.50279 6.13828
H 2.39118 -2.30192 3.90503
H 2.85538 -1.49196 2.38447
H 3.72194 -1.12358 3.89404
H -2.70543 -0.67446 2.19670
H -4.67512 0.72375 2.65314
H -4.51277 2.67108 4.21211
H -2.31696 3.19670 5.28969
H -0.32634 1.88754 4.76802
H -1.05597 -1.31509 1.32051
H 0.78713 -1.51250 1.50321
H 3.14461 4.13033 4.62084
H 1.74510 3.38314 5.41775
H 3.37025 2.70070 5.65568
H 4.45752 2.77167 2.08978
H 4.89475 1.53258 3.28872
H 4.09648 1.05970 1.77261
H 1.81815 3.74551 1.67374
H 0.81579 2.28357 1.50537
H 0.46648 3.44701 2.79298
C -0.44380 2.99949 -6.54573
C -0.20859 2.37270 -5.20231
C 0.76430 1.38523 -5.04970
C 1.07025 0.82860 -3.80901
C 2.18804 -0.18008 -3.81256
C 0.35337 1.23844 -2.66565
C 0.71149 0.71018 -1.26988
C 2.07296 1.23770 -0.79868
C 0.64891 -0.84360 -1.17264
C -0.71001 -1.34805 -0.96359
C -1.18810 -2.58477 -1.46664
C -2.50766 -2.65595 -2.04068
C -3.31717 -1.41324 -2.25153
C -3.02638 -3.87380 -2.45360
C -2.27791 -5.05626 -2.39044
C -2.87574 -6.35998 -2.81839
C -0.96843 -4.98452 -1.90055
C -0.40611 -3.79568 -1.45097
C 0.99835 -3.82432 -0.94216
C -0.66511 2.20162 -2.81654
C -1.46268 2.68348 -1.63419
C -0.93070 2.75422 -4.07052
H -1.24820 3.73745 -6.48690
H 0.45822 3.50492 -6.91597
H -0.71724 2.24831 -7.29739
H 1.32920 1.05352 -5.92425
H 2.69369 -0.30071 -2.85412
H 1.84184 -1.17017 -4.14730
H 2.95229 0.13241 -4.53871
H -0.02649 1.08895 -0.54794
H 2.05302 2.33427 -0.72541
H 2.32931 0.83238 0.19252
H 2.87515 0.96819 -1.49648
H 1.07499 -1.28350 -2.08555
H 1.30201 -1.15874 -0.34566
H -1.45335 -0.59162 -0.69498
H -4.24452 -1.66660 -2.77872
H -3.59019 -0.92794 -1.30476
H -2.78013 -0.67870 -2.86905
H -4.05179 -3.91274 -2.83023
H -2.16139 -7.17387 -2.66259
H -3.78234 -6.59466 -2.24587
H -3.16355 -6.33538 -3.87723
H -0.37486 -5.90090 -1.84241
H 1.33298 -4.86438 -0.85062
H 1.70004 -3.33379 -1.63222
H 1.09872 -3.35710 0.04504
H -2.16410 3.46188 -1.95688
H -2.06038 1.88292 -1.17225
H -0.82126 3.12483 -0.85722
H -1.70961 3.51353 -4.16377

Atoms 1-2, force components in eV/Å:
C -0.28 -0.27 0.04
Si 0.19 0.17 0.16

Results of the Mulliken charge analysis, in e, for atoms 1 through 8: -1.11, 0.29, -1.20, 0.79, 0.58, -0.66, -0.81, -0.54

[2]
Computed, not measured: one molecule with the formula C4H4, with ωB97M-V with the def2-TZVPD basis set.

For the orbital gap, the calculation gives 0.3671 Eh. For the energy above the lowest of the compared OMol25 structures with the same formula, charge and spin, the calculation gives 241.5 kJ/mol. As for the net charge: 0. The LUMO energy is -0.055 eV. For the calculated total energy, the calculation gives -154.62849 a.u.

Positions of all 8 atoms, in Å:
C 0.94541 -0.02053 -0.01563
C 2.20277 -0.03629 0.06827
C -0.37343 0.73215 -0.05032
C -0.40079 -0.72797 -0.04110
H -0.61190 1.26196 0.86402
H -0.55363 1.29198 -0.95790
H -0.62877 -1.32005 -0.91107
H -0.57966 -1.18126 1.04374

Atoms 1-2, force components in eV/Å:
C -1.11 0.06 -0.19
C 0.66 0.00 -0.01

For reference, the Mulliken charges in units of e are: 0.11, -0.19, -0.43, -0.35, 0.20, 0.23, 0.26, 0.18

[3]
Computed, not measured: an isolated ion of composition C21H27Cl2Si and charge +1, with ωB97M-V with the def2-TZVPD basis set.

For the orbital gap, the calculation gives 0.2024 Eh. As for the net charge: +1. The LUMO energy is -6.015 eV. For the calculated total energy, the calculation gives -2025.97456 a.u.

Positions of all 51 atoms, in Å:
C -1.94082 -0.85356 1.20672
C -0.99617 0.25288 0.66274
C -1.41476 1.54971 1.36541
C 0.40831 -0.05401 1.19877
C 1.33294 0.93469 1.72973
Si 3.15601 0.34193 2.07010
C 4.34421 1.78823 2.17781
C 3.29927 -0.58608 3.68387
C 3.66072 -0.74782 0.64680
H -2.98578 -0.59662 0.98983
H -1.70724 -1.82121 0.74926
H -1.82429 -0.90867 2.30051
H -2.49283 1.71986 1.26077
H -1.18603 1.46306 2.44142
H -0.84829 2.39831 0.95602
H 0.56395 -1.10805 1.46016
H 1.44236 1.83241 1.08274
H 0.98625 1.27474 2.72388
H 5.37167 1.39901 2.18964
H 4.24942 2.46171 1.31825
H 4.19645 2.36996 3.09622
H 4.28350 -1.07159 3.72733
H 3.22510 0.08860 4.54569
H 2.53531 -1.36450 3.78420
H 4.70357 -1.06435 0.78023
H 3.03607 -1.64739 0.59197
H 3.59078 -0.21053 -0.30816
Cl -6.01022 2.82812 -3.33806
C -4.64676 2.08426 -2.62594
C -3.94390 2.75264 -1.61164
C -2.75073 2.20083 -1.12799
C -2.30263 0.91203 -1.49448
C -1.02423 0.29134 -0.81571
C -0.49169 -1.07911 -1.38407
C 0.85988 -1.37005 -1.16443
C 1.44912 -2.56340 -1.57038
C 0.73681 -3.41043 -2.43640
Cl 1.52908 -4.74028 -3.14464
C -0.58924 -3.10134 -2.73601
C -1.23529 -2.06424 -2.04680
C -2.95265 0.35598 -2.60314
C -4.14632 0.87945 -3.12456
H -4.31400 3.70157 -1.22456
H -2.17225 2.83404 -0.45329
H -0.24776 1.00587 -1.13440
H 1.46516 -0.66747 -0.58061
H 2.44601 -2.82705 -1.25011
H -1.11192 -3.69229 -3.49082
H -2.33212 -2.04725 -2.02725
H -2.52612 -0.49220 -3.12220
H -4.67792 0.36821 -3.92444

Atoms 1-2, force components in eV/Å:
C 0.47 -0.16 0.21
C -0.31 -0.49 2.17

Results of the Mulliken charge analysis, in e, for atoms 1 through 8: -1.87, 2.63, -2.76, -1.02, -0.61, 0.02, -1.03, -1.07

[4]
Computed, not measured: a 2-piece molecular cluster, C4H12NP overall, with ωB97M-V with the def2-TZVPD basis set.

For the orbital gap, the calculation gives 0.3405 Eh. Its SMILES is CCN=[PH3].C=C. For the energy above the lowest of the compared OMol25 structures with the same formula, charge and spin, the calculation gives 430.8 kJ/mol. As for the net charge: 0. The LUMO energy is 0.896 eV. For the calculated total energy, the calculation gives -555.55227 a.u.

Positions of all 18 atoms, in Å:
C 0.43142 2.43916 0.71519
C 0.64352 1.01251 1.33915
N 0.32325 -0.06807 0.39767
P 0.94224 0.11791 -1.05081
H 1.22129 2.80197 0.13521
H -0.47710 2.38161 0.22568
H 0.43778 3.22444 1.62177
H 1.61548 1.12861 1.73617
H -0.06755 0.81861 2.28760
H 0.36564 1.10382 -1.82070
H 0.27054 -0.93318 -1.65297
H 2.28021 0.38136 -1.25418
C -1.76301 -2.35968 -0.75137
C -0.90055 -2.78216 0.15197
H -2.19425 -1.41893 -0.66547
H -1.92474 -3.00496 -1.61826
H -0.46025 -2.12739 0.99785
H -0.55537 -3.77810 0.29226

Atoms 1-2, force components in eV/Å:
C 0.06 0.28 5.04
C -2.78 0.74 1.00

Results of the Mulliken charge analysis, in e, for atoms 1 through 8: -1.29, -0.45, -0.19, 0.10, 0.39, 0.45, 0.28, 0.28

[5]
Computed, not measured: C51H39Cl2N4OP2Re as an isolated structure, with ωB97M-V with the def2-TZVPD basis set.

Its expectation value of S² is 0.769. For the orbital gap (alpha / beta), the calculation gives 0.2157 / 0.2335 Eh. For the energy above the lowest of the compared OMol25 structures with the same formula, charge and spin, the calculation gives 0.0 kJ/mol. As for the net charge: +3. The spin multiplicity is 2. The LUMO energy (alpha / beta) is -9.815 / -9.359 eV. For the calculated total energy, the calculation gives -3941.75368 a.u.

Positions of all 100 atoms, in Å:
Re 0.55497 0.05001 -0.28599
Cl -6.46057 -1.55186 -1.40469
C -4.87870 -0.91411 -1.23779
C -4.60796 0.38893 -1.68502
C -3.33877 0.90560 -1.57512
C -2.32372 0.13407 -1.00525
O -1.09205 0.65694 -0.93847
C -2.58652 -1.16120 -0.52502
C -1.60203 -1.98862 0.10202
N -0.36265 -1.68090 0.33172
C 0.53979 -2.66518 0.87430
C 0.19344 -3.92623 1.28844
C 1.16265 -4.79492 1.82595
C 2.46392 -4.39909 1.95371
C 2.85235 -3.10740 1.53473
C 4.17998 -2.62671 1.64619
C 4.48255 -1.36875 1.21507
C 3.46688 -0.57835 0.65975
N 2.21462 -0.98580 0.55749
C 1.88470 -2.24914 0.98922
C -3.88443 -1.67753 -0.66374
H -5.40569 0.97529 -2.12118
H -3.10361 1.90351 -1.92143
H -1.94696 -2.97463 0.39150
H -0.82432 -4.28588 1.22991
H 0.85949 -5.78274 2.14432
H 3.20658 -5.06424 2.37489
H 4.94224 -3.26894 2.06999
H 5.48503 -0.96991 1.27892
H 3.68336 0.41630 0.29263
H -4.11313 -2.67612 -0.31225
Cl 1.63667 2.00540 -1.33031
C 1.82308 1.63953 -3.06323
C 2.16450 2.69908 -3.87874
C 2.35749 2.43779 -5.22831
C 2.22180 1.14610 -5.72463
C 1.88730 0.10519 -4.87540
C 1.66715 0.34420 -3.51639
P 1.29555 -1.01025 -2.38470
C 2.73421 -2.08690 -2.47872
C 3.97394 -1.48018 -2.24995
C 5.13990 -2.21632 -2.35953
C 5.07868 -3.56210 -2.70289
C 3.85434 -4.16199 -2.95661
C 2.67988 -3.42905 -2.85272
C -0.19949 -1.82698 -2.97215
C -1.08635 -1.14201 -3.80612
C -2.27468 -1.74253 -4.19867
C -2.58536 -3.02443 -3.76814
C -1.71574 -3.70450 -2.92271
C -0.53858 -3.10440 -2.50922
H 2.27946 3.69804 -3.48046
H 2.62278 3.24975 -5.89178
H 2.38268 0.95113 -6.77595
H 1.79400 -0.90254 -5.26332
H 4.03324 -0.41887 -2.03256
H 6.09816 -1.73929 -2.20120
H 5.99064 -4.13600 -2.79998
H 3.81100 -5.19952 -3.25938
H 1.74218 -3.90239 -3.10062
H -0.85319 -0.14436 -4.15671
H -2.94985 -1.21122 -4.85636
H -3.50199 -3.49787 -4.09496
H -1.95477 -4.70693 -2.59106
H 0.11934 -3.63781 -1.83323
N -0.50382 2.46802 1.84458
P 0.75619 1.34584 1.85010
C 0.82591 0.49008 3.43335
C 1.32779 1.16708 4.55094
C 1.30440 0.56035 5.79588
C 0.78747 -0.72062 5.93771
C 0.26764 -1.38855 4.83743
C 0.27548 -0.78000 3.59307
C 2.18943 2.45400 1.81006
C 2.09866 3.71777 1.21867
C 3.20258 4.55702 1.18506
C 4.40985 4.14279 1.72850
C 4.51138 2.88837 2.31647
C 3.40917 2.04945 2.36183
C -1.81504 2.03290 2.11556
C -2.80517 2.93481 2.49262
C -4.05650 2.42802 2.77882
C -4.27445 1.05580 2.68850
C -3.22336 0.25477 2.29872
N -2.00581 0.72833 1.99747
H -0.27053 3.39137 2.18715
H 1.72781 2.16837 4.45987
H 1.68678 1.09057 6.65749
H 0.77405 -1.19096 6.91197
H -0.16303 -2.37431 4.95604
H -0.19099 -1.27150 2.75522
H 1.16992 4.06084 0.77920
H 3.11486 5.54018 0.74239
H 5.26681 4.80267 1.70940
H 5.44469 2.57431 2.76510
H 3.49092 1.09450 2.86573
H -2.59440 3.99327 2.56896
H -4.85424 3.09279 3.08217
H -5.23556 0.62243 2.92487
H -3.35024 -0.81997 2.23045

Atoms 1-2, force components in eV/Å:
Re -0.57 0.22 -0.15
Cl 0.01 0.00 0.00

Results of the Mulliken charge analysis, in e, for atoms 1 through 8: 0.72, -0.14, -0.30, -0.71, -0.95, 0.70, -0.41, 1.33

[6]
Computed, not measured: a 3-piece molecular cluster, CH4F2N4O overall, with ωB97M-V with the def2-TZVPD basis set.

For the orbital gap, the calculation gives 0.3412 Eh. Its SMILES is [H]/N=N/F.NN=C=O.F. For the energy above the lowest of the compared OMol25 structures with the same formula, charge and spin, the calculation gives 0.0 kJ/mol. As for the net charge: 0. The LUMO energy is -0.300 eV. For the calculated total energy, the calculation gives -534.34762 a.u.

Positions of all 12 atoms, in Å:
H 0.54796 -1.75207 -2.19201
N 0.07706 -1.71872 -1.23718
N 0.87005 -1.98019 -0.40560
F 0.19744 -1.63134 0.97449
N -0.50351 2.16272 0.42482
N 0.16993 0.90135 0.39696
C 1.29468 0.54556 0.17051
O 2.36321 0.16617 -0.09388
H -1.31611 1.87447 0.95097
H 0.00507 2.68857 1.07535
F -2.24271 -0.42227 0.03411
H -1.46307 -0.83424 -0.09851

Atoms 1-2, force components in eV/Å:
H -0.57 -0.42 1.22
N 0.43 0.40 -0.91

Results of the Mulliken charge analysis, in e, for atoms 1 through 8: 0.31, -0.21, 0.13, -0.30, -0.62, 0.04, 0.59, -0.47